# 1
Entry from OMol25: 12 unconnected molecules or ions with the total composition C4H34N3O12 (ωB97M-V/def2-TZVPD).

Values from the calculation:
charge	+1
ΔE to the lowest compared entry with this formula, charge and spin	0.000	eV
LUMO energy	-2.6	eV

Last column: Mulliken charge in e.
CARTESIAN COORDINATES (ANGSTROEM)
N1 1.953 0.038 -0.798  0.243
C1 1.201 -1.188 -1.199  -0.472
C2 -0.219 -0.870 -1.590  0.188
N2 -1.244 -1.479 -0.956  0.131
C3 -1.060 -2.538 0.055  -1.393
C4 -0.886 -2.021 1.469  0.519
N3 -2.152 -1.348 1.780  -0.523
O1 -0.353 -0.032 -2.476  -0.705
H1 1.421 0.709 -0.176  0.055
H2 2.060 0.601 -1.665  0.175
H3 2.831 0.038 -0.267  0.429
H4 1.414 -1.943 -0.442  0.561
H5 1.623 -1.592 -2.150  0.264
H6 -2.219 -1.216 -1.113  0.219
H7 -0.278 -3.296 -0.127  0.345
H8 -2.043 -3.015 -0.068  0.433
H9 -0.579 -2.817 2.180  0.366
H10 0.135 -1.497 1.370  -0.120
H11 -2.170 -0.966 2.720  0.339
H12 -2.264 -0.537 1.157  0.154
H13 -3.230 1.686 -0.210  0.142
H14 -4.308 0.672 0.241  0.318
O2 -3.739 0.919 -0.493  -0.535
H15 4.432 -2.854 -0.010  0.307
H16 3.894 -4.054 -0.920  0.302
O3 3.669 -3.283 -0.391  -0.601
H17 0.616 3.273 -3.174  0.277
H18 0.378 1.836 -3.253  0.314
O4 1.036 2.452 -2.885  -0.567
H19 -1.780 2.745 -0.122  0.314
H20 -0.792 1.639 -0.025  0.370
O5 -1.300 2.235 0.546  -0.670
H21 0.324 0.140 2.519  0.431
H22 -0.442 1.267 3.131  0.355
O6 0.467 0.998 2.942  -0.813
H23 0.361 2.706 0.822  0.351
H24 1.221 2.040 1.671  0.426
O7 1.248 2.278 0.685  -0.789
H25 -4.967 -1.347 -0.866  0.304
H26 -4.226 -0.492 -1.918  0.328
O8 -4.380 -1.395 -1.620  -0.650
H27 3.754 0.998 -3.259  0.277
H28 2.934 2.316 -2.656  0.300
O9 3.514 1.557 -2.522  -0.656
H29 4.865 1.574 -1.003  0.316
H30 5.468 1.368 0.348  0.315
O10 4.903 0.912 -0.285  -0.634
H31 -2.477 2.243 2.127  0.270
H32 -3.188 1.980 3.460  0.277
O11 -3.023 1.594 2.593  -0.558
H33 0.290 -0.614 4.459  0.306
H34 -0.454 -1.942 4.380  0.277
O12 -0.470 -1.028 4.037  -0.608


# 2
Entry from OMol25: 13 unconnected molecules or ions with the total composition C4H34NO13 (ωB97M-V/def2-TZVPD).

Values from the calculation:
charge	+1
ΔE to the lowest compared entry with this formula, charge and spin	4.118	eV
LUMO energy	-2.4	eV

Last column: Mulliken charge in e.
CARTESIAN COORDINATES (ANGSTROEM)
O1 -1.914 1.436 -0.049  -0.629
C1 -1.025 0.622 -0.303  0.033
C2 -0.750 -0.574 0.616  0.712
C3 -1.761 -1.601 0.038  -0.188
C4 -1.485 -1.868 -1.418  -1.011
N1 -1.161 -0.242 2.032  -0.009
H1 -0.399 0.782 -1.213  0.050
H2 0.328 -0.886 0.656  0.100
H3 -2.815 -1.182 -0.049  0.072
H4 -1.807 -2.496 0.629  0.302
H5 -0.509 -2.301 -1.444  0.239
H6 -2.082 -2.679 -1.790  0.513
H7 -1.445 -1.076 -2.258  0.069
H8 -2.092 0.154 1.934  0.288
H9 -0.635 0.555 2.547  0.372
H10 -1.168 -1.120 2.622  0.408
H11 -1.283 0.763 -3.689  0.299
H12 -1.200 1.803 -2.532  0.383
O2 -0.596 1.014 -2.936  -0.685
H13 1.331 -0.203 -2.823  0.333
H14 0.986 -1.743 -1.901  0.139
O3 1.563 -1.236 -2.623  -0.755
H15 -4.158 1.033 2.377  0.253
H16 -3.876 0.961 0.815  0.264
O4 -3.679 0.700 1.693  -0.575
H17 4.303 0.999 2.270  0.272
H18 2.897 1.472 1.797  0.435
O5 3.564 1.664 2.436  -0.651
H19 1.818 -3.002 0.549  0.463
H20 2.182 -4.557 1.000  0.304
O6 1.406 -3.828 0.949  -0.715
H21 3.758 -2.076 -0.250  0.267
H22 2.408 -1.892 -1.085  0.302
O7 2.776 -1.889 -0.280  -0.666
H23 -2.455 3.925 -2.915  0.234
H24 -0.945 4.144 -3.348  0.312
O8 -1.560 3.619 -2.862  -0.574
H25 -1.441 -3.501 2.248  0.300
H26 0.007 -3.474 1.893  0.328
O9 -0.696 -2.850 2.200  -0.673
H27 1.058 0.417 4.470  0.309
H28 0.554 -0.906 5.183  0.299
O10 0.387 -0.194 4.497  -0.605
H29 0.054 3.732 -1.576  0.394
H30 0.596 4.997 -1.144  0.282
O11 0.534 4.424 -1.857  -0.642
H31 2.407 -0.304 0.461  0.330
H32 1.518 0.918 -0.124  0.435
O12 1.938 0.467 0.631  -0.684
H33 1.821 3.112 -1.776  0.371
H34 1.280 1.803 -2.568  0.223
O13 1.464 2.166 -1.733  -0.628


# 3
Entry from OMol25: 13 unconnected molecules or ions with the total composition C4H34NO14 (ωB97M-V/def2-TZVPD).

Values from the calculation:
charge	+1
ΔE to the lowest compared entry with this formula, charge and spin	6.769	eV
LUMO energy	-2.9	eV

Last column: Mulliken charge in e.
CARTESIAN COORDINATES (ANGSTROEM)
O1 1.106 -3.673 0.771  -0.454
C1 1.332 -2.523 0.574  -0.155
C2 0.531 -1.322 1.059  1.206
C3 0.146 -0.622 -0.242  1.150
C4 -1.181 -1.111 -0.903  -1.168
O2 -2.294 -0.995 -0.089  -0.505
N1 1.523 -0.307 1.786  -0.068
H1 2.288 -2.277 -0.062  0.435
H2 -0.475 -1.419 1.707  -0.764
H3 0.968 -0.572 -0.963  -0.494
H4 0.105 0.484 -0.094  0.009
H5 -1.113 -2.186 -0.975  0.417
H6 -1.400 -0.442 -1.827  0.311
H7 -2.635 -0.055 0.001  0.349
H8 2.288 -0.112 1.127  0.362
H9 1.030 0.607 2.008  0.381
H10 1.936 -0.753 2.619  0.386
H11 -1.324 2.221 -2.638  0.380
H12 -1.568 1.855 -4.143  0.271
O3 -1.248 1.342 -3.314  -0.708
H13 -2.815 -0.134 2.177  0.294
H14 -2.672 0.664 3.537  0.256
O4 -2.192 0.498 2.748  -0.608
H15 0.248 3.411 -1.628  0.253
H16 -0.822 3.232 -0.714  0.370
O5 -0.585 3.222 -1.660  -0.618
H17 -0.312 -0.125 -3.654  0.387
H18 0.048 -1.596 -3.147  0.257
O6 0.379 -0.814 -3.524  -0.699
H19 -2.014 -2.387 2.679  0.368
H20 -2.760 -2.241 1.460  0.356
O7 -2.923 -2.285 2.365  -0.667
H21 1.710 -0.043 -2.690  0.346
H22 1.759 1.285 -2.545  0.371
O8 2.349 0.447 -2.281  -0.795
H23 2.764 2.927 -1.150  0.292
H24 2.444 1.548 -0.814  0.397
O9 2.251 2.418 -0.625  -0.630
H25 -2.054 -3.019 -3.387  0.179
H26 -0.630 -3.397 -3.102  0.277
O10 -1.317 -2.782 -2.982  -0.517
H27 0.158 2.575 3.207  0.267
H28 -0.724 1.492 2.644  0.333
O11 0.102 1.927 2.492  -0.745
H29 -1.144 2.659 1.459  0.458
H30 -1.640 4.143 1.155  0.226
O12 -1.473 3.303 0.869  -0.708
H31 0.703 -0.757 4.892  0.311
H32 -0.487 -0.404 4.013  0.279
O13 0.336 -0.913 4.014  -0.579
H33 4.502 -1.352 -0.722  0.342
H34 3.224 -0.692 -1.119  0.235
O14 3.569 -0.953 -0.371  -0.630


# 4
Entry from OMol25: 14 unconnected molecules or ions with the total composition C4H34O13 (ωB97M-V/def2-TZVPD).

Values from the calculation:
ΔE to the lowest compared entry with this formula, charge and spin	0.064	eV
LUMO energy	0.2	eV

Last column: Mulliken charge in e.
CARTESIAN COORDINATES (ANGSTROEM)
C1 1.849 -0.096 -0.573  -1.404
C2 0.433 0.403 -0.289  0.465
C3 -0.357 -0.498 0.638  0.798
C4 -1.577 -0.181 1.028  -1.372
H1 2.083 0.008 -1.643  0.361
H2 2.620 0.505 -0.087  0.286
H3 2.089 -1.099 -0.236  0.260
H4 -0.188 0.498 -1.172  -0.360
H5 0.526 1.341 0.254  0.964
H6 0.134 -1.383 1.031  -0.025
H7 -2.250 -0.792 1.639  0.300
H8 -2.121 0.757 1.009  0.250
H9 -1.297 -1.395 -3.777  0.274
H10 -0.742 -0.350 -2.951  0.237
O1 -0.777 -1.320 -2.968  -0.586
H11 2.930 -0.343 3.300  0.427
H12 3.058 -1.198 2.077  0.315
O2 3.595 -0.603 2.617  -0.714
H13 -0.402 -3.025 3.779  0.238
H14 0.706 -3.061 2.673  0.266
O3 0.048 -2.502 3.111  -0.566
H15 -3.301 3.002 0.432  0.290
H16 -3.584 2.011 -0.753  0.346
O4 -3.141 2.849 -0.502  -0.648
H17 -1.595 -2.417 -1.705  0.355
H18 -1.610 -2.888 -0.271  0.335
O5 -2.153 -2.412 -0.908  -0.595
H19 3.033 -3.529 1.078  0.250
H20 1.601 -2.992 0.358  0.308
O6 2.202 -3.063 1.115  -0.601
H21 0.588 -2.303 -1.651  0.228
H22 0.555 -3.817 -1.893  0.326
O7 0.638 -3.161 -1.193  -0.704
H23 -1.710 3.084 -0.899  0.409
H24 -1.513 4.534 -1.064  0.272
O8 -1.006 3.754 -0.804  -0.659
H25 -4.128 -0.380 -0.370  0.377
H26 -2.848 -0.283 -1.065  0.266
O9 -3.699 0.183 -1.022  -0.740
H27 -1.351 2.013 -3.674  0.281
H28 0.090 2.164 -3.158  0.379
O10 -0.560 1.507 -3.464  -0.678
H29 1.199 0.863 3.318  0.426
H30 0.872 -0.599 3.549  0.374
O11 1.291 0.153 3.993  -0.805
H31 2.639 1.796 1.542  0.300
H32 1.911 2.821 2.280  0.243
O12 1.765 1.928 1.940  -0.590
H33 1.408 2.213 -1.579  0.348
H34 0.903 3.635 -1.800  0.339
O13 1.408 2.929 -2.221  -0.849


# 5
Entry from OMol25: 13 unconnected molecules or ions with the total composition C4H35NO12 (ωB97M-V/def2-TZVPD).

Values from the calculation:
2S+1	2
charge	+1
⟨S²⟩	0.75
LUMO energy (spin up / spin down)	-3.3 / -8.8	eV

Last column: Mulliken charge in e.
CARTESIAN COORDINATES (ANGSTROEM)
C1 0.312 -4.388 -0.819  -1.240
C2 -0.419 -3.092 -0.523  -0.276
C3 0.374 -1.850 -0.861  0.075
N1 0.664 -1.747 -2.269  0.107
C4 1.953 -2.210 -2.757  -0.902
H1 0.860 -4.425 -1.774  0.288
H2 1.064 -4.690 -0.112  0.353
H3 -0.320 -5.261 -1.016  0.379
H4 -1.390 -3.057 -1.005  0.420
H5 -0.783 -3.248 0.479  0.345
H6 -0.198 -0.943 -0.602  0.216
H7 1.287 -1.772 -0.247  -0.276
H8 -0.059 -2.260 -2.762  0.362
H9 2.220 -3.150 -2.272  0.386
H10 1.858 -2.351 -3.821  0.426
H11 2.689 -1.442 -2.575  0.303
H12 2.124 3.355 -0.281  0.259
H13 1.995 2.067 -1.160  0.421
O1 2.385 2.424 -0.333  -0.624
H14 1.291 0.498 -2.489  0.283
H15 0.160 1.531 -2.296  0.336
O2 1.131 1.479 -2.574  -0.677
H16 -3.106 2.228 -3.186  0.386
H17 -1.651 2.578 -3.252  0.301
O3 -2.345 2.254 -3.827  -0.643
H18 -2.356 1.097 2.427  0.447
H19 -3.140 1.703 1.249  0.363
O4 -2.803 1.939 2.121  -0.697
H20 -3.190 2.456 -1.127  0.288
H21 -4.496 3.247 -0.798  0.337
O5 -4.230 2.342 -1.148  -0.691
H22 -0.758 -3.065 3.829  0.282
H23 -0.244 -1.648 3.366  0.399
O6 -0.008 -2.464 3.854  -0.636
H24 -0.360 3.342 1.515  0.395
H25 -1.825 3.444 1.839  0.409
O7 -1.126 3.895 1.297  -0.749
H26 2.875 -0.419 1.321  0.346
H27 3.362 0.981 0.771  0.303
O8 2.794 0.574 1.451  -0.659
H28 -1.392 0.160 4.028  0.305
H29 -0.412 0.518 2.823  0.567
O9 -1.164 -0.133 3.180  -0.925
H30 -1.703 4.264 -1.425  0.309
H31 -1.348 3.574 -0.180  0.340
O10 -1.598 3.392 -1.131  -0.612
H32 0.968 2.110 3.003  0.368
H33 1.399 1.374 1.753  0.425
O11 0.570 1.683 2.235  -0.868
H34 2.436 -2.661 1.354  0.288
H35 2.609 -2.127 2.830  0.381
O12 3.047 -2.104 1.898  -0.720